1.
{"formula": "C25H44I2NO5PSSbV", "method": "ωB97M-V/def2-TZVPD", "molar_mass_g_mol": 928.18, "charge": 2, "homo_ev": [-13.19, -13.19], "e_above_lowest_kj_mol": 0.00, "spin_multiplicity": 3, "energy_ha": -3928.723202, "e_lumo_ev": [-6.29, -5.96], "homo_lumo_gap_ev": [6.892, 7.225], "symbols": ["V", "I", "C", "C", "C", "I", "C", "C", "C", "C", "N", "C", "C", "O", "H", "H", "H", "H", "C", "C", "C", "Sb", "C", "C", "C", "C", "C", "C", "H", "H", "H", "H", "H", "H", "H", "H", "H", "H", "H", "H", "H", "H", "H", "H", "H", "H", "H", "H", "H", "C", "O", "P", "O", "C", "O", "C", "H", "H", "H", "H", "H", "H", "H", "H", "H", "C", "C", "S", "O", "C", "C", "H", "H", "H", "H", "H", "H", "H", "H", "H", "H"], "xyz": [[0.479, 0.478, -0.116], [5.501, -0.171, -0.108], [4.182, 0.163, 1.443], [4.697, 0.360, 2.753], [3.876, 0.558, 3.832], [4.719, 0.816, 5.706], [2.454, 0.594, 3.639], [1.500, 0.788, 4.657], [0.161, 0.815, 4.353], [-0.229, 0.672, 3.017], [0.634, 0.491, 2.037], [1.960, 0.419, 2.334], [2.829, 0.166, 1.238], [2.250, -0.019, 0.031], [5.768, 0.340, 2.881], [1.838, 0.913, 5.676], [-0.588, 0.950, 5.116], [-1.278, 0.710, 2.738], [-1.425, -4.638, -1.391], [-0.867, -3.259, -1.727], [-1.564, -2.670, -2.954], [-0.912, -1.891, -0.077], [-2.959, -1.452, 0.373], [-3.478, -0.293, -0.470], [-3.892, -2.651, 0.273], [-0.192, -2.895, 1.669], [1.260, -3.320, 1.457], [-1.032, -4.052, 2.187], [-1.278, -5.290, -2.251], [-2.497, -4.608, -1.188], [-0.924, -5.106, -0.539], [0.205, -3.367, -1.939], [-2.630, -2.535, -2.770], [-1.477, -3.370, -3.786], [-1.142, -1.721, -3.280], [-2.914, -1.134, 1.424], [-3.535, -0.565, -1.526], [-2.855, 0.599, -0.391], [-4.486, -0.027, -0.152], [-4.035, -2.952, -0.765], [-4.872, -2.380, 0.665], [-3.541, -3.521, 0.830], [-0.231, -2.092, 2.417], [1.321, -4.130, 0.728], [1.681, -3.700, 2.387], [1.901, -2.507, 1.104], [-0.919, -4.947, 1.572], [-2.095, -3.817, 2.254], [-0.695, -4.310, 3.189], [2.471, -1.549, -2.753], [1.244, -0.930, -3.181], [0.750, 0.426, -2.542], [1.793, 1.557, -2.928], [2.265, 1.772, -4.282], [-0.528, 0.612, -3.476], [-1.271, 1.840, -3.463], [2.690, -2.314, -3.494], [2.339, -1.994, -1.764], [3.276, -0.815, -2.713], [3.056, 2.513, -4.211], [1.448, 2.143, -4.900], [2.651, 0.841, -4.692], [-1.699, 1.950, -4.458], [-0.618, 2.687, -3.246], [-2.063, 1.772, -2.718], [-2.823, 5.150, 0.671], [-1.697, 4.514, -0.122], [-0.865, 3.241, 0.854], [-0.575, 2.139, -0.220], [0.743, 3.970, 1.198], [1.659, 4.117, 0.001], [-3.337, 5.865, 0.034], [-2.451, 5.690, 1.540], [-3.543, 4.408, 1.006], [-0.953, 5.240, -0.447], [-2.054, 3.976, -1.001], [1.182, 3.338, 1.976], [0.497, 4.927, 1.664], [1.849, 3.158, -0.492], [2.615, 4.505, 0.353], [1.270, 4.811, -0.742]], "atomic_forces_ev_per_a": [[-0.07, -0.20, 0.27], [0.01, -0.01, -0.14], [-0.14, -0.10, 0.33], [-0.24, 0.00, 0.03], [-0.23, -0.03, -0.37], [0.04, 0.02, 0.13], [0.33, -0.02, 0.17], [0.00, 0.00, -0.07], [0.08, -0.02, -0.19], [-0.28, 0.04, 0.19], [0.02, 0.04, -0.36], [0.40, -0.05, 0.05], [0.08, 0.06, -0.02], [-0.29, 0.47, 0.00], [0.08, 0.01, 0.06], [-0.01, 0.01, 0.09], [-0.07, 0.02, 0.09], [0.04, 0.01, 0.04], [0.02, -0.08, 0.32], [0.24, -0.15, -0.35], [-0.02, 0.10, 0.08], [-0.12, -0.03, -0.02], [-0.19, 0.09, 0.25], [0.02, 0.02, -0.11], [0.01, -0.19, -0.04], [0.17, 0.03, 0.28], [0.05, 0.05, -0.10], [-0.20, -0.10, -0.07], [0.01, -0.04, -0.08], [0.06, 0.00, 0.02], [-0.08, 0.09, -0.16], [-0.12, 0.09, 0.03], [-0.08, 0.01, 0.02], [0.04, -0.05, -0.03], [-0.05, -0.07, 0.04], [0.05, -0.03, -0.09], [0.01, -0.01, -0.01], [0.07, 0.09, 0.03], [-0.07, 0.02, 0.02], [0.00, 0.00, -0.04], [-0.06, 0.02, 0.03], [-0.05, 0.07, -0.06], [0.06, -0.06, -0.11], [0.01, -0.03, -0.04], [0.01, 0.00, 0.06], [-0.04, 0.00, 0.03], [-0.03, 0.06, 0.01], [0.08, 0.01, 0.05], [0.04, -0.05, 0.09], [0.10, -0.09, 0.07], [-0.08, -0.09, -0.20], [-0.09, 0.28, -0.22], [-0.04, 0.01, 0.13], [-0.01, 0.00, 0.00], [0.18, -0.12, -0.07], [-0.07, 0.03, -0.07], [0.03, 0.03, 0.09], [0.07, 0.01, -0.09], [0.02, -0.06, 0.01], [-0.04, -0.05, -0.04], [0.05, -0.01, -0.02], [0.00, 0.03, -0.04], [0.00, 0.02, 0.11], [-0.04, 0.02, -0.01], [-0.02, 0.05, -0.02], [0.00, 0.04, 0.05], [0.18, 0.03, -0.07], [-0.12, -0.24, -0.18], [0.34, -0.11, 0.10], [-0.02, 0.05, 0.20], [0.12, -0.14, -0.12], [-0.05, 0.06, -0.01], [0.02, 0.03, 0.05], [-0.05, -0.03, 0.01], [0.02, 0.00, -0.03], [-0.03, -0.04, 0.05], [-0.06, 0.02, -0.07], [0.02, 0.05, 0.03], [-0.01, 0.13, 0.06], [-0.02, 0.00, -0.04], [-0.02, 0.01, -0.02]]}



2.
{"formula": "C25H44InO2P2", "method": "ωB97M-V/def2-TZVPD", "molar_mass_g_mol": 553.39, "charge": 1, "homo_ev": [-9.29, -9.14], "e_above_lowest_kj_mol": 148.22, "energy_ha": -2001.907833, "e_lumo_ev": [-3.44, -3.21], "homo_lumo_gap_ev": [5.849, 5.931], "symbols": ["In", "C", "C", "C", "C", "C", "C", "H", "H", "H", "C", "H", "H", "H", "C", "H", "H", "H", "C", "H", "H", "H", "C", "H", "H", "H", "C", "C", "C", "C", "C", "C", "C", "C", "H", "H", "H", "H", "H", "H", "H", "H", "H", "H", "H", "H", "P", "C", "C", "P", "C", "C", "C", "H", "H", "H", "H", "H", "H", "H", "H", "H", "H", "H", "H", "H", "H", "C", "O", "C", "O", "H", "H", "H"], "xyz": [[-0.161, 0.401, 1.256], [-0.737, -2.570, 3.324], [0.576, -2.916, 2.908], [0.755, -1.218, 4.448], [-0.619, -1.539, 4.297], [1.496, -2.066, 3.583], [-1.998, -3.211, 2.886], [-1.908, -3.574, 1.855], [-2.829, -2.495, 2.939], [-2.250, -4.074, 3.525], [-1.716, -0.851, 4.995], [-2.671, -1.336, 4.797], [-1.804, 0.198, 4.693], [-1.562, -0.861, 6.079], [1.297, -0.175, 5.343], [1.232, -0.489, 6.396], [0.730, 0.758, 5.237], [2.348, 0.026, 5.111], [2.968, -2.106, 3.452], [3.421, -2.794, 4.185], [3.400, -1.113, 3.624], [3.270, -2.446, 2.453], [0.930, -3.975, 1.937], [1.173, -4.915, 2.457], [1.810, -3.702, 1.337], [0.100, -4.191, 1.249], [-1.471, 1.137, -4.114], [-1.639, -0.197, -4.217], [-0.934, -1.085, -5.212], [0.513, -0.646, -5.534], [1.293, -0.180, -4.336], [1.499, 1.111, -3.992], [0.758, 2.294, -4.570], [-0.674, 1.991, -5.059], [-1.502, -1.136, -6.159], [0.513, 0.101, -6.343], [-0.899, -2.124, -4.842], [-0.664, 1.575, -6.078], [-2.119, 1.712, -3.455], [-2.538, -0.655, -3.794], [-1.215, 2.950, -5.139], [0.688, 3.099, -3.814], [2.383, 1.397, -3.413], [1.335, 2.719, -5.410], [1.046, -1.521, -5.938], [1.878, -0.974, -3.868], [-1.424, 0.504, -0.820], [-2.991, 1.365, -0.933], [-1.356, -1.234, -1.308], [1.563, 1.084, -0.469], [0.068, 1.381, -1.502], [2.448, -0.366, -1.080], [2.602, 2.524, -0.237], [-3.048, 2.153, -0.150], [-3.804, 0.626, -0.779], [-3.041, 1.816, -1.942], [-1.262, -1.262, -2.397], [-2.288, -1.718, -0.981], [-0.508, -1.770, -0.857], [2.869, 2.897, -1.240], [3.509, 2.238, 0.323], [2.054, 3.292, 0.338], [-0.140, 2.454, -1.593], [0.171, 0.891, -2.466], [3.408, -0.445, -0.545], [2.617, -0.252, -2.156], [1.884, -1.294, -0.896], [-1.639, 3.849, 3.783], [-1.240, 2.519, 3.331], [-0.562, 2.476, 2.182], [-0.148, 3.457, 1.589], [-0.755, 4.464, 4.005], [-2.222, 3.682, 4.694], [-2.268, 4.342, 3.026]], "atomic_forces_ev_per_a": [[0.16, 0.16, 3.11], [0.61, 0.53, 0.57], [-1.61, 0.08, -0.02], [2.64, -1.25, -1.58], [-0.90, -1.20, -1.40], [-0.56, 2.03, 2.04], [-0.40, -0.30, 0.03], [-0.19, 0.03, 0.15], [0.08, -0.28, -0.11], [-0.08, 0.20, -0.28], [-0.47, 0.01, 0.26], [-0.05, 0.04, 0.03], [0.11, 0.00, 0.00], [0.03, 0.05, -0.03], [0.10, 0.24, 0.28], [0.06, 0.16, -0.16], [0.11, -0.06, 0.10], [-0.16, 0.03, 0.15], [0.55, -0.05, -0.01], [-0.04, 0.17, -0.23], [0.03, -0.23, -0.05], [0.04, 0.08, 0.20], [0.07, -0.27, -0.34], [-0.03, 0.20, -0.14], [-0.18, -0.09, 0.17], [0.20, 0.02, 0.21], [-0.86, -0.90, -0.77], [-0.91, 0.98, -1.17], [0.37, -0.23, -0.12], [-0.36, -0.30, -0.26], [0.94, 0.97, -0.33], [0.53, -0.64, -1.38], [0.01, 0.20, -0.19], [0.21, 0.42, -0.07], [0.03, 0.05, 0.38], [0.14, -0.28, 0.44], [-0.15, 0.36, 0.03], [-0.09, 0.09, 0.52], [0.10, -0.28, -0.13], [0.42, 0.19, 0.42], [0.26, -0.29, -0.04], [0.22, -0.34, -0.20], [-0.49, -0.30, 0.39], [-0.11, -0.07, 0.31], [-0.17, 0.28, 0.07], [0.00, 0.29, 0.02], [1.05, -0.07, 1.47], [-0.50, 0.34, -0.68], [-0.32, -0.16, -0.99], [-1.04, -0.67, 1.49], [-0.61, -0.20, -0.60], [0.50, 0.03, -0.58], [0.36, 0.50, -0.74], [0.14, -0.57, -0.55], [0.42, 0.51, -0.16], [-0.58, -0.12, 0.71], [-0.08, -0.51, 0.34], [0.27, 0.08, -0.14], [-0.27, 0.43, 0.11], [0.21, 0.20, 0.51], [-0.40, 0.04, -0.31], [0.10, -0.41, -0.32], [0.06, -0.21, -0.09], [0.28, 0.59, -0.13], [-0.34, 0.06, -0.20], [0.27, -0.27, 0.37], [0.06, 0.44, 0.00], [0.06, 0.03, 0.17], [-0.32, 0.67, -0.01], [0.66, -0.71, -0.66], [-0.39, -0.14, 0.31], [-0.35, -0.24, -0.17], [0.19, 0.01, -0.24], [0.34, -0.20, 0.22]]}



3.
{"formula": "C25H44O2P2Ti", "method": "ωB97M-V/def2-TZVPD", "molar_mass_g_mol": 486.44, "charge": 1, "homo_ev": [-10.86, -10.90], "e_above_lowest_kj_mol": 0.00, "spin_multiplicity": 2, "energy_ha": -2661.431141, "e_lumo_ev": [-3.77, -3.75], "homo_lumo_gap_ev": [7.095, 7.153], "symbols": ["Ti", "C", "C", "C", "C", "C", "C", "H", "H", "H", "C", "H", "H", "H", "C", "H", "H", "H", "C", "H", "H", "H", "C", "H", "H", "H", "C", "C", "C", "C", "C", "C", "C", "C", "H", "H", "H", "H", "H", "H", "H", "H", "H", "H", "H", "H", "P", "C", "C", "P", "C", "C", "C", "H", "H", "H", "H", "H", "H", "H", "H", "H", "H", "H", "H", "H", "H", "C", "C", "O", "O", "H", "H", "H"], "xyz": [[-0.264, 0.235, -0.438], [1.066, 0.000, 1.958], [1.116, 1.265, 1.290], [-1.112, 0.755, 1.751], [-0.294, -0.323, 2.216], [-0.242, 1.767, 1.190], [2.236, -0.775, 2.452], [3.135, -0.571, 1.860], [2.046, -1.856, 2.424], [2.470, -0.516, 3.496], [-0.802, -1.494, 2.984], [0.022, -2.153, 3.285], [-1.506, -2.087, 2.378], [-1.336, -1.176, 3.894], [-2.559, 0.934, 2.057], [-2.745, 0.908, 3.145], [-3.171, 0.141, 1.599], [-2.922, 1.898, 1.677], [-0.661, 3.152, 0.837], [-0.885, 3.733, 1.746], [-1.568, 3.154, 0.217], [0.127, 3.682, 0.292], [2.332, 2.089, 1.067], [2.474, 2.816, 1.882], [2.267, 2.662, 0.136], [3.237, 1.475, 1.021], [0.717, -1.646, -1.631], [1.787, -1.125, -0.935], [2.741, -0.124, -1.504], [2.126, 1.042, -2.311], [0.799, 1.619, -1.951], [-0.423, 1.132, -2.438], [-0.543, -0.071, -3.334], [0.360, -1.312, -3.054], [3.469, -0.646, -2.159], [2.087, 0.684, -3.368], [3.357, 0.286, -0.693], [1.261, -1.242, -3.698], [0.229, -2.546, -1.227], [2.080, -1.614, 0.007], [-0.215, -2.179, -3.420], [-1.582, -0.435, -3.335], [-1.331, 1.752, -2.355], [-0.345, 0.224, -4.382], [2.873, 1.855, -2.315], [0.810, 2.628, -1.531], [2.399, 0.164, -5.428], [2.573, -1.448, -6.288], [4.045, 0.890, -5.869], [0.702, 2.625, -6.053], [1.338, 0.998, -6.682], [2.006, 3.727, -6.835], [-0.447, 2.850, -7.503], [1.580, -1.888, -6.413], [3.198, -2.103, -5.673], [3.042, -1.296, -7.267], [4.277, 0.665, -6.915], [4.794, 0.414, -5.226], [4.070, 1.970, -5.704], [0.099, 2.855, -8.458], [-0.973, 3.807, -7.392], [-1.178, 2.034, -7.511], [0.471, 0.350, -6.878], [1.903, 1.123, -7.620], [1.648, 4.762, -6.747], [2.138, 3.497, -7.902], [2.963, 3.639, -6.314], [-3.644, -2.348, -0.081], [-2.476, -1.898, -0.912], [-2.138, -2.493, -1.935], [-1.847, -0.820, -0.432], [-4.549, -1.874, -0.484], [-3.501, -2.074, 0.971], [-3.750, -3.433, -0.194]], "atomic_forces_ev_per_a": [[-0.61, -1.22, 3.28], [-0.44, 0.68, -0.82], [-0.98, 0.05, 0.27], [1.17, 0.21, 0.54], [-0.52, 1.05, -0.68], [0.50, -1.14, 0.34], [0.34, -0.37, -0.08], [-0.12, -0.05, 0.13], [0.09, 0.24, 0.01], [-0.13, 0.00, -0.29], [-0.11, -0.47, -0.11], [-0.29, 0.13, -0.03], [0.18, 0.16, 0.24], [0.18, -0.05, -0.31], [-0.55, -0.17, -0.24], [0.18, 0.03, -0.38], [0.18, 0.28, 0.19], [0.03, -0.26, 0.14], [-0.16, 0.46, -0.09], [0.07, -0.14, -0.27], [0.16, 0.12, 0.11], [-0.16, -0.03, 0.11], [0.48, 0.37, -0.03], [-0.06, -0.21, -0.18], [0.11, -0.04, 0.14], [-0.14, 0.16, 0.02], [1.38, -0.23, 0.79], [-0.81, -1.13, -0.70], [0.49, 0.65, 0.36], [0.94, -0.24, -0.75], [-1.39, -0.19, -0.89], [1.20, 1.50, -0.18], [-0.43, -0.95, -0.31], [-0.23, -0.24, -0.76], [-0.39, 0.06, 0.19], [-0.21, 0.50, 0.92], [-0.20, -0.16, -0.13], [-0.28, 0.02, 0.70], [0.04, 0.64, 0.04], [-0.24, 0.24, -0.49], [0.24, 0.39, 0.13], [0.29, 0.25, 0.16], [0.50, -0.10, -0.03], [0.00, 0.21, 0.46], [-0.30, -0.22, 0.05], [-0.23, -0.36, 0.16], [0.45, -0.16, -1.53], [0.18, 0.05, 0.16], [-0.14, -0.24, 0.24], [0.29, 0.27, -1.82], [0.24, -0.05, 0.32], [-0.13, 0.04, 0.57], [-0.38, 0.16, 0.38], [0.18, -0.09, 0.02], [-0.10, -0.10, -0.22], [-0.11, -0.19, 0.09], [0.02, 0.14, 0.12], [0.03, 0.16, -0.15], [0.04, -0.20, 0.03], [-0.12, -0.07, 0.35], [-0.01, -0.22, -0.14], [0.00, 0.25, -0.04], [0.16, 0.12, 0.08], [-0.29, -0.04, 0.16], [0.19, -0.17, -0.01], [-0.02, -0.05, 0.34], [-0.14, 0.18, -0.12], [-0.03, -0.17, 0.06], [0.33, -0.70, -1.15], [-0.30, 1.01, 1.40], [0.04, -0.49, -0.83], [0.15, -0.06, 0.22], [-0.21, -0.07, -0.33], [-0.05, 0.29, 0.07]]}